No. 1
# C28H46BeBrN3P2S

C28H46BeBrN3P2S as an isolated structure in a non-equilibrium geometry (ωB97M-V/def2-TZVPD, OMol25).

Computed properties:
E: -134094.06201 eV
net charge: +2
2S+1: 1
HOMO (spin up / spin down): -13.643 / -13.714 eV
E_LUMO (spin up / spin down): -0.2733 / -0.3014 Ha

Geometry (Å):
C: -2.43482 2.04686 0.14779
P: -2.48451 -0.00826 -2.92587
C: 1.75987 3.31768 -1.94262
C: 0.52426 2.98955 -1.12171
N: 2.87824 0.27705 6.56920
C: 3.56988 -0.05355 -1.05174
H: -4.18840 -0.54898 -1.33126
H: 2.30224 -2.70490 5.11146
H: -0.77642 2.57143 1.37928
H: 4.40195 1.64982 6.14055
H: -6.03784 0.63004 -2.93860
H: 2.45196 1.88293 0.57442
H: 5.03562 0.54944 4.05474
C: 2.74274 -1.71053 5.24089
H: -3.29903 2.02443 -4.06569
H: -3.34729 -1.70931 0.49126
C: -2.43186 1.36621 -4.20953
P: 0.29856 1.31307 -0.37986
H: -3.10806 1.29790 -6.29828
H: -1.84316 -1.80832 -5.43210
C: 2.81910 -2.29869 -0.72947
C: 3.70424 -1.17716 4.33661
H: 0.51475 0.66451 2.65012
H: 2.16735 1.17186 2.96682
C: -2.66724 -1.83802 -3.40255
Be: 0.96075 -0.46161 -1.70894
C: 1.28956 1.37529 2.35102
H: -2.96969 1.13316 -0.09720
C: 3.89356 0.72784 5.83815
C: 4.84915 -1.22159 2.16904
H: -3.69427 -0.65079 2.94148
H: 0.94328 2.38938 2.54319
C: 4.03204 -1.82394 3.09051
H: 1.65758 -1.33712 7.09987
H: -1.65280 -0.61179 4.01798
H: 3.56297 0.82730 -1.68944
C: 4.49408 -1.34989 0.77446
H: 1.91994 2.63518 -2.77799
H: -1.56631 1.96635 -3.89374
H: -3.05586 2.59701 0.86051
H: 0.21428 -1.63427 2.39778
N: -2.70693 -1.41993 1.22473
C: -2.72372 -2.16879 -4.88522
C: -1.36337 -1.48575 1.02864
C: -1.10593 1.73093 0.76749
C: 2.54236 -0.99909 -1.15798
H: 3.49469 -2.73439 2.81534
C: 4.58437 -0.24634 -0.10409
C: 2.38298 -0.94866 6.36583
C: -3.07742 -1.49119 2.63004
H: 2.06271 0.17150 0.80110
Br: 0.48317 0.05445 -3.69251
C: -4.10831 0.21501 -2.12099
H: -3.64301 -2.40794 2.80004
H: 0.45601 3.67568 -0.26706
H: 2.27694 -3.12028 -1.21539
C: 3.75927 -2.47464 0.30804
H: 1.60564 4.31854 -2.35302
H: -2.75244 -3.25719 -5.03971
H: -1.37562 1.54744 -6.11808
C: -1.74835 -1.47726 3.35072
C: 4.28420 0.07315 4.67019
H: -3.64909 -1.78924 -5.34132
C: -2.23839 1.02287 -5.68675
H: -0.39135 3.14601 -1.70765
H: 5.44648 -0.35639 2.40979
S: -0.61486 -1.68694 -0.49178
H: 3.86921 -3.44167 0.80107
C: -5.13345 0.09428 -3.23260
H: -1.80111 -2.33970 -2.94211
H: -3.56989 -2.22480 -2.90289
H: -1.20208 0.89237 1.45706
H: 5.31556 0.52926 0.09795
H: -5.39473 -0.95268 -3.41631
C: 1.66073 1.18929 0.90165
N: -0.76868 -1.40015 2.25405
H: -1.60298 -2.37918 3.95517
H: -2.07326 -0.04078 -5.85016
H: -2.34254 2.63832 -0.76199
H: -4.76951 0.55645 -4.16083
H: 2.64984 3.33873 -1.30927
H: -4.14756 1.19311 -1.63170

---

No. 2
# C35H29ClIrN3P

C35H29ClIrN3P as an isolated structure in a non-equilibrium geometry (ωB97M-V/def2-TZVPD, OMol25).

Computed properties:
E: -65862.49487 eV
net charge: +3
2S+1: 1
HOMO: -16.678 eV
E_LUMO: -0.3857 Ha

Geometry (Å):
H: -0.91970 1.61380 -4.47655
C: 4.27966 0.21609 1.36189
C: 2.56799 -2.54977 -4.51148
H: -4.71236 1.25394 -2.20465
C: -1.34894 -1.38186 -2.91737
C: 1.92404 -0.93565 -2.83252
C: -0.79715 -0.12439 -3.19926
H: 2.90355 -2.50522 2.74339
N: 2.01036 -0.00730 0.63599
C: 1.34442 4.34446 -2.43038
C: 3.18931 0.65170 0.60467
H: 1.19536 5.18970 -1.77346
H: -4.39798 -0.81340 -4.13868
H: 5.03731 -1.22925 2.75345
H: 3.10155 2.76900 0.33544
H: 2.61932 3.53430 -5.46907
C: 0.98574 3.06732 -2.05580
H: -4.25374 -2.06673 0.36831
H: -5.70576 -0.75387 -1.19354
C: -2.67293 -1.59467 -3.22040
N: -2.01085 0.27649 -0.56184
C: 1.77856 2.12625 -4.09620
C: 3.00275 -1.60738 2.15471
C: -3.85780 -1.23819 -0.19794
H: 4.51331 -3.41354 -4.29156
H: 5.04318 -2.14014 -2.24312
C: -2.51656 -0.91040 -0.09521
C: 0.38444 -3.01969 2.12125
H: -0.76049 -2.15057 -2.42924
H: 1.13559 -3.50199 2.72571
H: 1.96135 1.27529 -4.74067
H: 5.19549 0.78692 1.30911
C: -1.89540 -2.91016 1.34610
P: 0.69801 0.28468 -2.32374
C: -1.43844 0.74871 -4.08648
H: -2.59499 3.05014 -0.73351
H: 3.41383 -0.59015 -1.31067
C: -4.05578 0.48883 -1.80547
H: -1.13872 -4.44003 2.62938
C: -4.66485 -0.50593 -1.04253
C: -0.90573 -3.54310 2.07126
C: 1.63035 -1.67058 -3.99204
C: 3.78990 -2.72109 -3.88364
H: -1.56097 2.59216 -2.09384
H: 2.33875 -3.09887 -5.41367
Cl: 0.38497 2.82955 -0.39419
H: -3.30728 1.17823 -5.05225
H: 0.68811 -1.54898 -4.50377
C: -2.53943 2.45098 -1.64432
H: -2.89965 -3.30336 1.34001
Ir: 0.08502 0.44513 -0.14304
C: -2.83614 1.02605 -1.32007
H: 2.88083 1.85663 -1.16697
N: -0.30788 -1.29642 0.66447
C: 1.15803 1.94527 -2.85884
C: 3.40628 1.87839 -0.21728
C: -3.42995 -0.52844 -3.73558
C: 1.92618 4.49707 -3.68510
H: 2.22769 5.48408 -4.00825
H: -3.28172 2.83535 -2.33841
C: 4.08740 -2.00628 -2.72945
C: 2.14760 3.39945 -4.50615
H: -3.15888 -2.52603 -2.96661
C: -1.57924 -1.75155 0.64279
C: -2.75998 0.51113 -4.40298
C: 1.94593 -1.14550 1.40255
C: 0.66510 -1.87361 1.40857
C: 4.19860 -0.90323 2.15383
C: 3.16066 -1.12392 -2.20365
H: 4.46747 1.97832 -0.43396

---

No. 3
# C4H5NO2

One molecule with the formula C4H5NO2 in a non-equilibrium geometry (ωB97M-V/def2-TZVPD, OMol25).

Computed properties:
E: -9807.71544 eV
net charge: 0
2S+1: 1
HOMO: -9.133 eV
E_LUMO: 0.0144 Ha

Geometry (Å):
C: 0.06148 1.05364 -0.36244
H: 2.15566 0.40246 0.19170
O: -1.02249 0.74351 -1.06763
H: 1.45558 -1.80862 -0.60196
C: -1.27060 -0.62706 0.53160
H: -1.39702 -1.68658 0.88570
H: 0.24567 2.10435 -0.39496
O: 0.72893 -0.92805 -0.97243
N: -1.66907 -0.41229 -0.64314
H: -0.32510 0.76852 1.70594
C: -0.05199 0.28904 0.78837
C: 1.08894 0.10108 -0.06074